8
Properties=species:S:1:pos:R:3:forces:R:3:lowdin_charge:R:1 method="wB97M-V/def2-TZVPD" smiles="ClP1N=NCO1" largest_force_ev_per_a=3.08 homo_lumo_gap_ev=9.3 spin_multiplicity=1 e_tot_ev=-27907.668 de_lowest_kcal_mol=0.9
Cl -3.724 0.831 -0.401 -0.192 0.045 -0.379 0.167
P -2.783 -0.587 0.734 2.196 0.018 -0.424 0.548
N -1.960 -1.579 -0.650 2.409 1.483 0.237 -0.146
N -0.751 -1.212 -0.786 -2.182 -2.092 -0.580 -0.043
C -0.281 -0.183 0.051 -1.905 1.853 1.466 -0.295
O -1.317 0.135 0.986 -1.252 -0.346 0.950 -0.468
H 0.594 -0.197 0.662 0.930 -1.564 0.114 0.122
H -0.115 0.723 -0.484 -0.005 0.604 -1.384 0.114

=====

10
Properties=species:S:1:pos:R:3:forces:R:3:lowdin_charge:R:1 method="wB97M-V/def2-TZVPD" smiles="N/C(=N/Cl)O[N+](=O)[O-]" largest_force_ev_per_a=4.63 homo_lumo_gap_ev=8.9 spin_multiplicity=1 e_tot_ev=-24198.910 de_lowest_kcal_mol=26.3
N 1.148 0.051 0.846 4.164 -1.754 -1.022 0.120
C -0.180 0.157 0.688 -0.450 -0.372 0.399 -0.571
N -0.845 0.602 1.682 0.534 -0.120 -0.165 -0.395
Cl -2.498 0.793 1.550 -0.819 0.209 -0.312 0.602
O -0.836 -0.334 -0.458 -0.031 0.108 -0.211 0.034
N -0.231 -0.331 -1.814 0.480 0.153 -0.315 -0.345
O -1.032 -0.397 -2.704 0.595 0.065 1.711 0.163
O 0.965 -0.297 -1.851 -0.647 -0.048 -0.067 0.126
H 1.706 0.459 1.596 -1.535 0.382 0.022 0.119
H 1.802 -0.704 0.465 -2.291 1.376 -0.040 0.146

=====

6
Properties=species:S:1:pos:R:3:forces:R:3:lowdin_charge:R:1 method="wB97M-V/def2-TZVPD" largest_force_ev_per_a=4.87 homo_lumo_gap_ev="8.5 / 8.3" spin_multiplicity=1 e_tot_ev=-17125.041 de_lowest_kcal_mol=104.8
C -0.182 -0.047 0.341 -4.193 -1.965 -1.523 -0.547
N -0.419 -2.406 0.101 -0.299 0.515 1.102 0.063
O -1.006 -2.584 1.068 0.429 -0.527 -0.916 -0.087
Cl -0.927 -0.004 1.864 0.311 0.425 0.214 0.577
H -0.947 -0.081 -0.500 1.193 0.284 1.191 0.033
H 0.678 0.454 0.150 2.559 1.268 -0.069 -0.038

=====

6
Properties=species:S:1:pos:R:3:forces:R:3:mulliken_spin:R:1 method="wB97M-V/def2-TZVPD" largest_force_ev_per_a=2.43 homo_lumo_gap_ev="10.7 / 7.9" spin_multiplicity=3 e_tot_ev=-17123.533 de_lowest_kcal_mol=40.0
C 0.306 -0.482 0.277 1.381 1.510 1.319 -0.019
N 1.092 -0.311 -0.886 0.784 -1.822 -1.007 0.838
O 0.377 0.731 -0.487 -1.132 1.201 -0.020 0.214
Cl -2.009 1.289 -0.514 -0.646 0.258 -0.096 0.958
H -0.611 -1.006 0.437 -0.532 -0.341 -0.815 0.002
H 0.845 -0.221 1.172 0.144 -0.805 0.619 0.006